[1]
Here is an isolated molecule of C18H16FN3O from the Open Molecules 2025 dataset. Energies are from ωB97M-V/def2-TZVPD.

* total energy: -28161.1851 eV
* gap between HOMO and LUMO: 8.2 eV
* molecular weight: 309.3 g/mol
* SMILES string: FCCCOc1ccc(-c2nccc(-c3ccccn3)n2)cc1
* E_HOMO: -8.16 eV
* energy above the lowest of the compared OMol25 structures with the same formula, charge and spin: 18.59 kJ/mol

Geometry as ORCA input:
```
! RIJCOSX wB97M-V def2-TZVPD def2/J DEFGRID3
* xyz 0 1
F 3.7851 -2.0014 5.6701
C 2.7878 -1.4321 6.4264
C 1.6257 -1.0199 5.5371
C 0.9745 -2.2398 4.8739
O -0.0972 -1.8825 4.0306
C 0.1528 -1.3720 2.7937
C -0.9797 -0.9835 2.0710
C -0.8587 -0.4650 0.8037
C 0.3993 -0.3182 0.2164
C 1.5244 -0.7091 0.9370
C 1.4103 -1.2287 2.2116
H 2.3076 -1.5221 2.7337
H 2.4954 -0.5974 0.4809
C 0.5367 0.2334 -1.1292
N -0.5755 0.5766 -1.7737
C -0.4559 1.0778 -2.9981
C 0.7946 1.2426 -3.5975
C 1.8879 0.8548 -2.8409
N 1.7700 0.3571 -1.6242
H 2.9007 0.9432 -3.2159
H 0.8769 1.6496 -4.5900
C -1.6920 1.4535 -3.6997
N -1.5578 1.9540 -4.9262
C -2.6449 2.3024 -5.5844
C -3.9276 2.1767 -5.0685
C -4.0705 1.6555 -3.7915
C -2.9362 1.2861 -3.0917
H -2.9830 0.8747 -2.0969
H -5.0504 1.5397 -3.3507
H -4.7856 2.4775 -5.6496
H -2.4784 2.7031 -6.5763
H -1.7316 -0.1647 0.2467
H -1.9452 -1.1050 2.5368
H 1.7268 -2.8245 4.3321
H 0.5247 -2.8797 5.6391
H 1.9855 -0.3341 4.7676
H 0.8844 -0.4961 6.1416
H 3.2325 -0.5684 6.9300
H 2.4877 -2.1846 7.1629
*
```

Results of the Mulliken charge analysis, in e, for atoms 1 through 4:
1 F -0.292
2 C -0.398
3 C -0.342
4 C -0.759

---

[2]
Here is a structure of composition C18H16IIrN4S from the Open Molecules 2025 dataset. Energies are from ωB97M-V/def2-TZVPD.

* total energy: -46645.8393 eV
* gap between HOMO and LUMO (spin up / spin down): 6.2 / 6.2 eV
* molecular weight: 639.5 g/mol
* E_HOMO (spin up / spin down): -13.64 / -13.64 eV
* energy above the lowest of the compared OMol25 structures with the same formula, charge and spin: 0.00 kJ/mol

Geometry as ORCA input:
```
! RIJCOSX wB97M-V def2-TZVPD def2/J DEFGRID3
* xyz 2 1
Ir -0.0380 0.1290 0.4426
C -2.0436 3.2211 -1.8108
C -1.1146 2.4587 -0.9332
N -1.2855 1.2074 -0.6640
N -2.4923 0.5700 -0.9205
C -3.0378 0.0068 0.1875
N -4.2891 -0.4137 0.1506
S -2.0584 -0.1531 1.5718
C -0.0443 3.0801 -0.1394
C 0.3611 4.3950 -0.2685
C 1.2484 4.9095 0.6719
C 1.6903 4.0958 1.6970
C 1.2543 2.7755 1.7480
N 0.4045 2.2827 0.8564
H -2.2730 2.6669 -2.7216
H -1.6098 4.1705 -2.1069
H -2.9759 3.4334 -1.2797
H -3.0224 0.8183 -1.7452
H -4.9154 -0.2154 -0.6150
H -4.6793 -0.8718 0.9608
H 0.0018 5.0171 -1.0748
H 1.5791 5.9367 0.6014
H 2.3664 4.4645 2.4553
H 1.5912 2.0987 2.5220
I 2.3309 0.2431 -0.7350
C 2.5341 -1.7844 -0.2836
C 3.7624 -2.3608 -0.3459
C 3.8836 -3.7353 -0.0476
C 2.7651 -4.4599 0.2204
C 1.4757 -3.8617 0.2262
C 0.3283 -4.6641 0.3518
C -0.9165 -4.1102 0.2391
C -1.0553 -2.7238 0.1249
C 0.0191 -1.8472 0.1066
C 1.3306 -2.4565 0.0322
H 4.6385 -1.7891 -0.6220
H 4.8592 -4.1999 -0.0636
H 2.8362 -5.5224 0.4144
H 0.4475 -5.7314 0.4883
H -1.7964 -4.7386 0.2607
H -2.0606 -2.3415 0.0472
*
```

Results of the Mulliken charge analysis, in e, for atoms 1 through 4:
1 Ir 1.177
2 C -1.659
3 C 0.754
4 N -0.248

---

[3]
Here is a structure of composition C18H16MnN10O7 from the Open Molecules 2025 dataset. Energies are from ωB97M-V/def2-TZVPD.

* total energy: -79482.3631 eV
* gap between HOMO and LUMO (spin up / spin down): 6.4 / 5.8 eV
* molecular weight: 539.3 g/mol
* <S²>: 0.789
* E_HOMO (spin up / spin down): -2.12 / -1.53 eV
* energy above the lowest of the compared OMol25 structures with the same formula, charge and spin: 0.70 kJ/mol

Geometry as ORCA input:
```
! RIJCOSX wB97M-V def2-TZVPD def2/J DEFGRID3
* xyz -2 2
Mn 0.4116 -0.1829 0.3185
O -3.0724 -2.1731 0.8908
C -1.9516 -1.7275 0.6371
O -1.5459 -0.5280 0.7252
C -0.8823 -2.7071 0.1612
C -1.1561 -4.0460 -0.0676
C -0.1349 -4.8667 -0.5131
C 1.1252 -4.3184 -0.7119
C 1.3166 -2.9719 -0.4601
N 0.3316 -2.1851 -0.0298
H -2.1643 -4.3929 0.1099
H -0.3144 -5.9181 -0.7067
H 1.9532 -4.9181 -1.0656
H 2.2729 -2.4873 -0.6018
N 0.2183 2.5976 -1.6178
C 0.2754 1.3798 -2.2637
N 0.3685 1.2807 -3.5831
N 0.4183 -0.0507 -3.8055
N 0.3593 -0.6979 -2.6938
N 0.2615 0.1868 -1.6718
C 0.1424 2.7822 -0.2554
N -0.0491 3.9654 0.3177
N -0.0877 3.6874 1.6348
N 0.0807 2.4235 1.8296
N 0.2371 1.8092 0.6368
H 0.2203 3.4175 -2.1952
C 1.6695 0.2253 4.5385
C 1.8166 0.0141 3.0449
O 0.5452 -0.2872 2.4575
H 2.6461 0.4253 4.9863
H 1.2402 -0.6578 5.0162
H 1.0213 1.0818 4.7391
H 2.4713 -0.8198 2.8056
H 2.2362 0.9008 2.5666
H -0.0174 0.4952 2.6049
O 4.3879 -0.9084 1.1138
C 3.7164 -0.3185 0.2536
O 2.4610 -0.2195 0.2033
C 4.4717 0.3438 -0.8981
C 3.7856 0.8104 -2.0109
C 4.4443 1.4123 -3.0860
C 5.8067 1.5319 -2.9757
O 6.7118 2.0497 -3.8938
C 7.9002 2.2001 -3.1375
O 7.8596 1.2741 -2.0682
C 6.4962 1.0648 -1.8725
C 5.8657 0.4550 -0.8206
H 2.7142 0.6878 -2.0369
H 3.8988 1.7596 -3.9531
H 7.9433 3.2230 -2.7319
H 8.7621 1.9905 -3.7692
H 6.3834 0.0677 0.0460
*
```

Results of the Mulliken charge analysis, in e, for atoms 1 through 4:
1 Mn 0.917
2 O -0.815
3 C 0.256
4 O -0.614

---

[4]
Here is a structure of composition C18H16N5OSZr from the Open Molecules 2025 dataset. Energies are from ωB97M-V/def2-TZVPD.

* total energy: -40524.7036 eV
* gap between HOMO and LUMO (spin up / spin down): 6.6 / 7.0 eV
* molecular weight: 441.7 g/mol
* <S²>: 0.752
* E_HOMO (spin up / spin down): -13.71 / -14.02 eV
* energy above the lowest of the compared OMol25 structures with the same formula, charge and spin: 22.32 kJ/mol

Geometry as ORCA input:
```
! RIJCOSX wB97M-V def2-TZVPD def2/J DEFGRID3
* xyz 2 2
Zr 1.6624 0.7663 0.2372
N -0.0603 1.2976 4.2605
C 0.3763 0.7969 3.1040
S 1.9818 1.3982 2.5710
N -0.3649 -0.0632 2.4672
N 0.2164 -0.5136 1.3046
C -0.3142 -1.5420 0.7088
C -1.5261 -2.2398 1.1535
C -2.5630 -2.4256 0.2349
C -3.7259 -3.0675 0.6239
C -3.8421 -3.5580 1.9178
C -2.8058 -3.3920 2.8269
C -1.6544 -2.7191 2.4569
C 0.4540 -2.0403 -0.4758
C 0.1835 -3.2576 -1.0645
C 1.0002 -3.6994 -2.1034
C 2.0646 -2.9180 -2.5109
C 2.2863 -1.7156 -1.8594
N 1.5057 -1.2773 -0.8673
H 0.5119 1.9165 4.8069
H -0.9401 0.9791 4.6355
H -2.4701 -2.0458 -0.7761
H -4.5371 -3.1901 -0.0802
H -4.7445 -4.0729 2.2188
H -2.8985 -3.7822 3.8310
H -0.8546 -2.5782 3.1699
H -0.6389 -3.8570 -0.7049
H 0.8067 -4.6530 -2.5761
H 2.7262 -3.2308 -3.3054
H 3.1229 -1.0855 -2.1350
O 0.8149 2.2329 -1.0024
N 1.0490 3.4634 -1.5176
C 1.2663 3.5829 -2.8355
C 1.4970 4.8304 -3.3709
C 1.4959 5.9412 -2.5400
C 1.2561 5.7786 -1.1828
C 1.0292 4.5162 -0.6832
H 1.2294 2.6669 -3.4050
H 1.6693 4.9163 -4.4338
H 1.6748 6.9270 -2.9471
H 1.2382 6.6197 -0.5052
H 0.8212 4.2943 0.3533
*
```

Results of the Mulliken charge analysis, in e, for atoms 1 through 4:
1 Zr 1.398
2 N -0.375
3 C 0.825
4 S -0.489

---

[5]
Here is a cluster of 2 separate species, C18H16NO6S2 in total at a distorted geometry from the Open Molecules 2025 dataset. Energies are from ωB97M-V/def2-TZVPD.

* total energy: -54370.2335 eV
* gap between HOMO and LUMO: 6.1 eV
* molecular weight: 406.5 g/mol
* E_HOMO: -4.04 eV
* energy above the lowest of the compared OMol25 structures with the same formula, charge and spin: 9.51 kJ/mol

Geometry as ORCA input:
```
! RIJCOSX wB97M-V def2-TZVPD def2/J DEFGRID3
* xyz -1 1
C -3.1577 2.6829 -2.0115
C -2.4032 1.8558 -2.8465
C -2.1740 0.5312 -2.4803
C -2.7052 0.0467 -1.2925
S -2.3357 -1.6509 -0.8160
C -1.2742 -1.4691 0.6282
C -1.6115 -2.0399 1.7956
S 0.2502 -0.5255 0.5617
C -0.0317 0.7763 1.7826
C -0.5209 1.9949 1.3146
C -0.8436 3.0066 2.2155
C -0.5788 2.8257 3.5756
C -0.0229 1.6293 4.0395
C 0.2464 0.5951 3.1396
O 1.2752 -1.3987 1.0772
O 0.2995 0.1408 -0.7120
O -3.5741 -2.2431 -0.3674
O -1.5493 -2.2538 -1.8610
C -3.5078 0.8478 -0.4817
C -3.7032 2.1872 -0.8232
H -3.3303 3.7221 -2.2913
H -1.9842 2.2280 -3.7844
H -1.5751 -0.1257 -3.1012
H -0.9750 -1.9082 2.6714
H -2.5589 -2.5705 1.8307
H -0.6647 2.1358 0.2471
H -1.2876 3.9280 1.8359
H -0.7891 3.6326 4.2737
H 0.2023 1.4948 5.0994
H 0.6676 -0.3486 3.4762
H -3.9539 0.4245 0.4144
H -4.2873 2.8344 -0.1620
C 5.1438 -2.3504 -0.9400
C 4.7140 -2.5354 -2.3699
C 3.3447 -1.8097 -2.4210
O 2.8475 -1.5503 -3.5115
N 2.8820 -1.5270 -1.1355
C 4.0255 -1.4659 -0.3253
O 4.2377 -0.8308 0.6999
H 5.1414 -3.3128 -0.4180
H 6.1288 -1.8891 -0.8451
H 5.4319 -2.1213 -3.0834
H 4.5614 -3.5938 -2.5979
*
```

Results of the Mulliken charge analysis, in e, for atoms 1 through 4:
1 C -0.365
2 C -0.602
3 C -0.144
4 C 0.108

---

[6]
Here is a structure of composition C18H17AsI4NOOs from the Open Molecules 2025 dataset. Energies are from ωB97M-V/def2-TZVPD.

* total energy: -118158.1447 eV
* gap between HOMO and LUMO (spin up / spin down): 5.4 / 3.9 eV
* molecular weight: 1036.1 g/mol
* <S²>: 6.049
* E_HOMO (spin up / spin down): -16.30 / -16.30 eV
* energy above the lowest of the compared OMol25 structures with the same formula, charge and spin: 66.76 kJ/mol

Geometry as ORCA input:
```
! RIJCOSX wB97M-V def2-TZVPD def2/J DEFGRID3
* xyz 3 5
Os 0.0114 -2.0144 -0.6495
I 0.8525 -3.4007 4.3649
C 2.1712 -2.7889 2.9177
C 3.5376 -2.7313 3.1557
C 4.4669 -2.3060 2.1975
I 6.4291 -2.3241 2.6829
C 4.0075 -1.8769 0.8904
C 4.8256 -1.4301 -0.1628
C 4.2560 -1.0608 -1.3596
C 2.8707 -1.1181 -1.5112
N 2.0768 -1.5400 -0.5313
C 2.6331 -1.9265 0.6549
C 1.7044 -2.4145 1.6426
O 0.4496 -2.4790 1.2929
H 3.9046 -3.0391 4.1270
H 5.8996 -1.3806 -0.0359
H 4.8635 -0.7179 -2.1853
H 2.3965 -0.8156 -2.4361
I -2.0836 -3.1925 -1.7431
I -2.1351 -5.5351 -0.4972
C 0.5508 1.4755 -1.8253
As -0.6978 0.3575 -0.8721
C -0.7393 1.0231 0.9421
C -2.4355 0.6672 -1.7496
C -3.1924 1.7172 -0.9939
C -3.1874 3.0340 -1.4479
C -3.9413 3.9966 -0.7914
C -4.6874 3.6491 0.3258
C -4.6906 2.3357 0.7856
C -3.9438 1.3723 0.1299
H 0.1429 2.4873 -1.7779
H 0.6189 1.1622 -2.8656
H 1.5329 1.4707 -1.3574
H -1.1798 2.0189 0.8774
H 0.2800 1.0800 1.3213
H -1.3505 0.3900 1.5808
H -2.9687 -0.2780 -1.8258
H -2.1502 1.0013 -2.7482
H -2.6153 3.3094 -2.3270
H -3.9585 5.0118 -1.1634
H -5.2703 4.4004 0.8410
H -5.2884 2.0646 1.6451
H -3.9659 0.3453 0.4821
*
```

Results of the Mulliken charge analysis, in e, for atoms 1 through 4:
1 Os 1.686
2 I 0.290
3 C -0.747
4 C -0.226

---

[7]
Here is a structure of composition C18H17Cl3GeN5O3Pd from the Open Molecules 2025 dataset. Energies are from ωB97M-V/def2-TZVPD.

* total energy: -130100.9827 eV
* gap between HOMO and LUMO (spin up / spin down): 7.3 / 5.7 eV
* molecular weight: 636.8 g/mol
* <S²>: 0.760
* E_HOMO (spin up / spin down): -7.82 / -7.79 eV
* energy above the lowest of the compared OMol25 structures with the same formula, charge and spin: 91.70 kJ/mol

Geometry as ORCA input:
```
! RIJCOSX wB97M-V def2-TZVPD def2/J DEFGRID3
* xyz 0 2
Pd 0.8380 -0.7284 0.5747
O 2.7011 -0.3761 1.0484
C 3.5339 0.2032 0.2207
C 4.7098 0.7420 0.7848
C 5.6762 1.3184 -0.0002
C 5.5324 1.3945 -1.3915
C 4.3952 0.8842 -1.9628
C 3.3797 0.2931 -1.1890
C 2.2241 -0.1908 -1.8927
N 1.1777 -0.6895 -1.3516
N 0.1235 -1.1369 -2.1314
C -0.9512 -1.2789 -1.4082
O -1.0272 -1.0651 -0.1243
C -2.1996 -1.7122 -2.0824
C -2.3054 -1.6938 -3.4708
C -3.4786 -2.1067 -4.0790
C -4.5485 -2.5435 -3.3081
C -4.4430 -2.5661 -1.9252
C -3.2720 -2.1486 -1.3116
H 4.8172 0.6747 1.8588
H 6.5651 1.7224 0.4688
H 6.3012 1.8478 -2.0011
H 4.2588 0.9319 -3.0369
H 2.2135 -0.1414 -2.9783
H -1.4635 -1.3557 -4.0585
H -3.5608 -2.0886 -5.1580
H -5.4635 -2.8674 -3.7871
H -5.2731 -2.9120 -1.3230
H -3.1728 -2.1617 -0.2352
C -2.6053 3.1545 3.5757
N -1.5661 2.5978 2.7464
C -1.0266 3.2523 1.5712
C -0.1047 2.1645 1.0175
O 0.5709 2.2585 0.0197
N -0.1919 1.0596 1.8341
C -1.0696 1.3449 2.7843
N -1.4175 0.4513 3.7126
H -2.4163 4.2174 3.7195
H -2.5975 2.6910 4.5611
H -3.5970 3.0321 3.1318
H -0.4641 4.1536 1.8201
H -1.8006 3.5018 0.8423
H -1.0294 -0.4764 3.6246
H -2.1612 0.6175 4.3626
Cl 2.9671 -3.8594 1.0097
Ge 0.8969 -3.2590 0.7991
Cl -0.2416 -5.0444 1.3159
Cl 0.5667 -2.1060 2.8023
*
```

Results of the Mulliken charge analysis, in e, for atoms 1 through 4:
1 Pd 0.406
2 O -0.661
3 C 0.694
4 C -0.562

---

[8]
Here is a structure of composition C18H17ClCuF5N2OS2 from the Open Molecules 2025 dataset. Energies are from ωB97M-V/def2-TZVPD.

* total energy: -116391.0537 eV
* gap between HOMO and LUMO (spin up / spin down): 7.0 / 6.9 eV
* molecular weight: 535.5 g/mol
* <S²>: 0.757
* E_HOMO (spin up / spin down): -4.25 / -4.55 eV
* energy above the lowest of the compared OMol25 structures with the same formula, charge and spin: 1.64 kJ/mol

Geometry as ORCA input:
```
! RIJCOSX wB97M-V def2-TZVPD def2/J DEFGRID3
* xyz -1 2
Cu 0.7601 -0.5147 -0.4586
Cl -3.3159 -0.3145 -0.6066
C -2.6007 -1.0656 -2.0104
C -3.2544 -0.9165 -3.2223
C -2.7212 -1.4762 -4.3717
C -1.5283 -2.1855 -4.2847
C -0.8928 -2.3277 -3.0664
C -1.4007 -1.7746 -1.8784
C -0.6645 -1.9008 -0.6192
H -4.1765 -0.3514 -3.2557
H -3.2275 -1.3535 -5.3207
H -1.0907 -2.6259 -5.1726
H 0.0426 -2.8737 -3.0082
H -0.0641 -2.8154 -0.5945
H -1.2884 -1.8239 0.2664
C -1.6772 3.3099 -0.3979
N -0.2325 3.3663 -0.4170
C 0.4618 3.9181 0.7449
C 1.8939 3.3782 0.5833
N 1.7765 2.4434 -0.5268
C 0.5288 2.3943 -0.9826
S -0.0409 1.2312 -2.0821
H -2.0693 4.3137 -0.2265
H -2.0291 2.6393 0.3934
H -2.0370 2.9360 -1.3524
H -0.0069 3.5464 1.6619
H 0.4171 5.0089 0.7413
H 2.2281 2.8529 1.4785
H 2.6075 4.1714 0.3493
H 2.3196 1.5197 -0.5650
F 0.5908 -3.6583 5.9046
C 0.5055 -2.7308 4.9381
C 1.1422 -2.9140 3.7266
F 1.8561 -4.0304 3.5195
C 1.0496 -1.9539 2.7350
F 1.7092 -2.2087 1.5968
C 0.3193 -0.7736 2.8849
S 0.1528 0.4539 1.6627
C -0.3050 -0.6292 4.1288
F -1.0304 0.4689 4.3873
C -0.2216 -1.5716 5.1347
F -0.8452 -1.3725 6.3066
C 3.2809 -0.3672 -1.7749
O 2.6473 0.0117 -0.5882
H 3.4760 -1.4509 -1.8113
H 4.2590 0.1292 -1.8768
H 2.6961 -0.1124 -2.6729
*
```

Results of the Mulliken charge analysis, in e, for atoms 1 through 4:
1 Cu 0.378
2 Cl -0.216
3 C 0.896
4 C -0.617